Entry from OMol25: the ion C5H15N2 with charge +1 at a distorted geometry (ωB97M-V with the def2-TZVPD basis set).

Last column: natural (NBO) charge in e.
CARTESIAN COORDINATES (ANGSTROEM)
C  -2.0853  0.0843  1.7750  -0.64
C  -1.0723  -0.2774  0.6445  -0.06
C  0.2775  0.5245  0.8638  -0.41
C  1.1251  0.8828  -0.3946  -0.44
C  1.4929  -0.2481  -1.3974  -0.22
N  2.2877  -1.3455  -0.7721  -0.84
N  -1.7697  0.3198  -0.6289  -0.69
H  -2.3980  1.1577  1.6196  0.20
H  -2.8932  -0.5269  1.9461  0.23
H  -1.5309  0.2086  2.7646  0.26
H  -1.0063  -1.3454  0.8439  0.26
H  -0.0518  1.5076  1.2289  0.21
H  0.7409  -0.0755  1.6532  0.26
H  0.8553  1.7738  -0.8057  0.21
H  2.2294  1.0192  0.0661  0.25
H  1.9098  0.1006  -2.3811  0.20
H  0.5925  -0.7130  -1.5139  0.14
H  2.0563  -2.1830  -1.2740  0.37
H  3.2871  -1.1199  -0.7908  0.37
H  -1.8147  1.3220  -0.4407  0.43
H  -1.2878  0.1750  -1.5010  0.45
H  -2.7418  0.0826  -0.5568  0.45

charge	+1
energy relative to the best compared isomer or geometry (same formula, charge and spin)	51.49	kcal/mol
highest occupied orbital energy	-0.4719	hartree
LUMO energy	-0.12625	Eh
Kohn-Sham gap	9.41	eV
SMILES string	C[C@@H]([NH3+])CCCN

***

Entry from OMol25: a cluster of 7 separate species, H14O7 in total at a distorted geometry (ωB97M-V with the def2-TZVPD basis set).

Last column: natural (NBO) charge in e.
CARTESIAN COORDINATES (ANGSTROEM)
O  36.7990  34.2300  6.8190  -0.92
H  37.1980  33.6610  6.1860  0.48
H  37.5730  34.8980  6.9820  0.44
O  38.8090  33.5070  2.3990  -0.99
H  39.5400  33.4040  1.7960  0.45
H  39.2060  33.0340  3.3170  0.49
O  39.6430  32.2160  4.7630  -1.03
H  39.8360  32.6890  5.6470  0.52
H  40.4690  31.8610  4.3470  0.52
O  37.1070  31.6200  5.4080  -0.98
H  38.0580  31.6990  5.2600  0.49
H  36.7050  31.7390  4.5020  0.48
O  42.7440  34.0480  7.0790  -1.00
H  41.9730  33.5940  6.6870  0.50
H  43.4830  33.6110  7.4910  0.49
O  40.0670  33.6350  7.0940  -1.00
H  39.8570  34.6760  6.8290  0.53
H  40.0970  33.3940  8.0160  0.52
O  41.4700  30.3520  4.1940  -0.96
H  41.2760  29.8160  3.4140  0.49
H  41.0300  29.8630  4.9740  0.49

energy relative to the best compared isomer or geometry (same formula, charge and spin)	65.27	kcal/mol
highest occupied orbital energy	-0.3918	hartree
LUMO energy	-0.00628	Eh
Kohn-Sham gap	10.49	eV
SMILES string	O.O.O.O.O.O.O

***

Entry from OMol25: the ion C3H6N3O with charge +1 at a distorted geometry (ωB97M-V with the def2-TZVPD basis set).

Last column: natural (NBO) charge in e.
CARTESIAN COORDINATES (ANGSTROEM)
C  0.3113  0.4139  2.0104  0.30
C  0.9534  0.0153  -0.5479  0.60
C  -0.3756  -0.1663  -1.2592  0.23
N  1.1440  0.2091  0.8472  -0.60
N  -0.9169  0.5362  1.8749  -0.66
N  -0.3130  -0.4793  -2.4746  -0.56
O  1.9075  -0.1615  -1.2831  -0.52
H  1.0541  0.2777  2.8289  0.19
H  -1.3600  -0.2993  -0.8143  0.26
H  2.0638  0.1005  1.1870  0.42
H  -1.5287  0.6493  2.6483  0.39
H  -1.1286  -0.7915  -2.9953  0.45
H  0.7054  -0.5881  -2.9539  0.49

charge	+1
energy relative to the best compared isomer or geometry (same formula, charge and spin)	20.35	kcal/mol
highest occupied orbital energy	-0.5324	hartree
LUMO energy	-0.22668	Eh
Kohn-Sham gap	8.32	eV
SMILES string	[H]/N=C/NC(=O)C=[NH2+]

***

Entry from OMol25: the ion C3H6N3O with charge +1 at a distorted geometry (ωB97M-V with the def2-TZVPD basis set).

Last column: natural (NBO) charge in e.
CARTESIAN COORDINATES (ANGSTROEM)
C  1.3362  -0.9880  0.4616  -0.01
C  1.6343  0.4701  0.4882  0.33
C  -0.8953  -0.6861  -0.3989  -0.18
N  0.1951  -1.3667  0.1253  -0.36
N  -0.8787  0.6423  -0.1726  0.02
N  -1.7190  1.2075  0.4805  -0.32
O  2.3176  1.1284  -0.3446  -0.56
H  1.9395  -1.7914  0.7158  0.24
H  -0.8326  -0.8603  -1.5049  0.29
H  -1.7525  -1.2196  -0.2141  0.21
H  2.8144  0.5849  -1.0252  0.49
H  -1.5217  2.2136  0.5283  0.44
H  -2.6373  0.6653  0.8607  0.41

charge	+1
energy relative to the best compared isomer or geometry (same formula, charge and spin)	140.37	kcal/mol
highest occupied orbital energy (spin up / spin down)	-0.4642 / -0.4643	hartree
LUMO energy (spin up / spin down)	-0.21085 / -0.21078	Eh
Kohn-Sham gap (spin up / spin down)	6.89 / 6.90	eV

***

The records above give, respectively, molecular weight values of 103.2 126.1 100.1 100.1 Da.